(1)
A molecular structure, C17H29BeCl2IN4NaO5S2 in a non-equilibrium geometry. Source: OMol25; level of theory: wB97M-V/def2-TZVPD.

```
62
C17H29BeCl2IN4NaO5S2, DFT wB97M-V/def2-TZVPD
C 0.564 -2.102 1.796
C 1.782 -1.546 0.883
N 1.268 -0.526 -0.059
C 1.859 -0.591 -1.424
C 0.640 -0.993 -2.441
C 1.204 0.811 0.483
S 1.889 1.385 1.892
S 0.196 2.040 -0.522
C -1.351 2.207 0.547
C -2.512 3.041 -0.166
C -3.972 2.773 0.497
N -3.829 2.100 1.824
C -4.781 1.020 2.013
O -5.753 1.130 2.811
O -4.603 -0.202 1.329
C -5.494 -0.328 0.190
C -5.821 -1.852 -0.192
C -7.159 -1.908 -1.098
I -7.437 -0.188 -2.402
H 0.877 -2.206 2.886
H -0.347 -1.410 1.705
H 0.271 -3.142 1.396
H 2.102 -2.447 0.238
H 2.703 -1.254 1.482
H 2.292 0.400 -1.793
H 2.653 -1.390 -1.572
H 0.865 -1.989 -2.971
H -0.312 -1.189 -1.823
H 0.395 -0.148 -3.213
H -1.106 2.739 1.539
H -1.658 1.075 0.820
H -2.499 2.825 -1.287
H -2.240 4.159 -0.049
H -4.562 2.164 -0.264
H -4.495 3.784 0.593
H -3.847 2.766 2.603
H -6.444 0.270 0.430
H -4.936 0.115 -0.712
H -4.903 -2.233 -0.771
H -5.911 -2.462 0.771
H -8.052 -1.982 -0.399
H -7.118 -2.857 -1.737
C 2.110 5.494 3.463
C 2.685 4.283 4.127
N 3.140 3.333 4.655
H 1.450 5.190 2.649
H 1.540 6.077 4.187
H 2.913 6.112 3.060
C 5.879 -2.420 -3.570
C 4.855 -2.715 -2.522
N 4.022 -2.948 -1.703
H 6.747 -1.939 -3.113
H 6.196 -3.347 -4.050
H 5.456 -1.753 -4.325
Be 5.875 -3.096 -0.556
Cl -0.345 0.101 -4.735
C 9.477 -4.161 0.923
O 8.331 -3.828 0.591
O 10.519 -3.929 0.254
O 9.763 -4.779 1.976
Na 1.151 2.108 -4.707
Cl -2.182 0.357 -0.434
```

**E_tot**: -93918.790 eV
**Frontier orbital gap**: 1.27 eV
**Total charge**: -1
**Molar mass**: 663.39 g mol⁻¹



(2)
9 unconnected molecules or ions with the total composition C34H58N4O18 in a non-equilibrium geometry. Source: OMol25; level of theory: wB97M-V/def2-TZVPD.

```
114
C34H58N4O18, DFT wB97M-V/def2-TZVPD
N 0.366 -0.422 0.466
H -0.119 0.399 0.800
H 0.536 -1.084 1.210
H 1.260 -0.053 0.176
H -0.269 -0.706 -0.266
C -4.925 6.017 -2.793
N -3.654 6.180 -3.646
C -4.038 5.753 -5.099
C -3.251 7.628 -3.679
C -2.447 5.330 -3.159
C -2.677 3.822 -3.105
O -3.749 3.368 -2.202
H -5.733 6.539 -3.305
H -4.612 6.105 -1.752
H -5.249 4.977 -2.832
H -4.196 4.683 -4.960
H -3.237 5.977 -5.804
H -4.999 6.083 -5.492
H -2.494 7.571 -4.461
H -2.897 7.908 -2.687
H -4.066 8.255 -4.041
H -2.274 5.517 -2.099
H -1.694 5.798 -3.794
H -1.813 3.234 -2.794
H -2.782 3.505 -4.142
H -3.698 2.419 -2.342
C 5.261 2.659 -2.824
C 4.120 2.732 -1.687
O 3.275 3.635 -1.798
O 4.143 1.908 -0.768
H 5.350 1.636 -3.189
H 6.094 3.278 -2.491
H 4.851 3.090 -3.737
C -3.882 -2.834 0.004
O -3.299 -2.071 -1.074
H -4.831 -3.256 -0.329
H -3.196 -3.638 0.270
H -3.972 -2.155 0.852
C -2.578 1.833 4.866
C -3.446 2.334 3.701
C -4.535 3.400 4.045
O -5.655 2.614 4.502
C -6.604 3.347 5.274
N -2.469 2.779 2.766
H -3.102 1.295 5.656
H -2.121 2.683 5.373
H -1.830 1.116 4.529
H -3.934 1.474 3.243
H -4.917 3.956 3.189
H -3.990 3.993 4.778
H -7.375 2.662 5.628
H -7.165 4.159 4.812
H -6.078 3.749 6.140
H -1.994 3.591 3.133
H -2.919 3.074 1.911
C -0.220 -5.040 4.747
C 1.277 -5.184 4.993
C 1.692 -6.639 4.974
O 3.048 -7.039 5.392
C 3.568 -8.336 4.969
N 1.824 -4.450 3.885
H -0.762 -5.442 5.603
H -0.484 -5.709 3.928
H -0.591 -4.021 4.637
H 1.645 -4.748 5.922
H 1.552 -7.016 3.961
H 1.077 -7.320 5.562
H 3.609 -8.434 3.884
H 2.902 -9.118 5.332
H 4.590 -8.551 5.282
H 1.416 -4.917 3.088
H 2.728 -4.899 3.862
C 5.622 5.682 6.360
C 6.730 6.056 5.597
C 6.955 5.450 4.273
O 7.946 5.492 3.517
C 5.887 4.597 3.796
C 4.765 4.377 4.477
C 4.470 4.921 5.856
O 3.438 4.873 6.491
O 3.779 3.645 3.935
O 7.746 6.789 6.102
H 5.620 5.926 7.412
H 6.046 4.149 2.827
H 4.179 3.322 3.124
H 7.395 7.282 6.847
C 0.444 -8.860 -2.978
C 0.317 -7.668 -2.374
C 1.152 -7.140 -1.385
O 1.138 -6.064 -0.757
C 2.157 -8.079 -0.986
C 2.313 -9.346 -1.463
C 1.393 -9.935 -2.516
O 1.440 -11.113 -2.856
O 3.214 -10.163 -0.899
O -0.714 -6.753 -2.730
H -0.291 -9.038 -3.749
H 2.744 -7.856 -0.107
H 3.207 -10.966 -1.426
H -0.822 -6.066 -2.069
C 1.485 -0.929 -7.331
C 1.271 -0.620 -8.609
C -0.052 -0.769 -9.265
O -0.239 -0.833 -10.499
C -1.162 -1.175 -8.393
C -0.939 -1.466 -7.050
C 0.429 -1.415 -6.416
O 0.625 -1.556 -5.161
O -1.999 -1.927 -6.253
O 2.300 -0.034 -9.273
H 2.445 -0.694 -6.896
H -2.172 -1.441 -8.670
H -1.750 -1.873 -5.327
H 2.122 0.241 -10.175
```

**E_tot**: -78997.862 eV
**Frontier orbital gap**: 3.30 eV
**Total charge**: 0
**Molar mass**: 810.85 g mol⁻¹



(3)
A molecular structure, C11H18ClIN2O2PTc in a non-equilibrium geometry. Source: OMol25; level of theory: wB97M-V/def2-TZVPD.

```
37
C11H18ClIN2O2PTc, DFT wB97M-V/def2-TZVPD
C -1.715 1.255 0.503
C -2.019 -0.222 0.674
H -2.537 1.797 0.981
H -1.659 1.764 -0.460
H -0.739 1.627 0.927
O -2.724 -0.898 1.251
I -2.097 -4.054 -0.308
Tc 0.696 0.117 -0.703
P -1.222 -0.170 -1.941
C -2.660 -1.359 -1.985
C -2.377 1.242 -2.403
H 0.533 0.633 -3.338
H -0.706 -0.237 -4.316
H 0.490 -1.137 -3.335
C -0.139 -0.241 -3.432
H -1.784 2.141 -2.689
H -3.059 1.011 -3.245
H -3.414 -1.002 -2.669
H -3.121 -1.389 -1.030
H -3.059 1.550 -1.560
H -2.306 -2.389 -2.203
C 0.030 -1.131 0.707
O -0.091 -1.822 1.654
Cl 1.752 2.059 -1.283
N 1.040 1.754 2.195
C 2.006 0.787 2.072
C 3.143 0.811 2.899
C 3.806 -0.386 3.121
C 3.399 -1.527 2.368
C 2.677 -1.305 1.233
N 1.959 -0.150 1.147
H 0.109 1.507 2.430
H 1.344 2.629 2.621
H 3.458 1.802 3.213
H 4.622 -0.412 3.832
H 3.831 -2.525 2.597
H 2.533 -2.132 0.474
```

**E_tot**: -50848.225 eV
**ΔE to the lowest compared entry with this formula, charge and spin**: 0.0 kJ/mol
**Frontier orbital gap (alpha / beta)**: 4.88 / 4.88 eV
**⟨S²⟩**: 3.868
**Total charge**: +3
**2S+1**: 4
**Molar mass**: 501.61 g mol⁻¹



(4)
A single C17H22N2O molecule. Source: OMol25; level of theory: wB97M-V/def2-TZVPD.

```
42
C17H22N2O, DFT wB97M-V/def2-TZVPD
O -5.325 -1.513 -0.903
C -4.924 -1.640 0.441
C -4.553 -0.304 1.115
N -3.316 0.326 0.714
C -3.256 0.716 -0.683
C -2.039 1.611 -0.898
N -0.835 0.890 -0.540
C 0.371 1.648 -0.825
C 1.595 0.786 -0.683
C 1.601 -0.486 -1.291
C 2.691 -1.301 -1.197
C 3.844 -0.888 -0.495
C 4.991 -1.701 -0.383
C 6.090 -1.268 0.305
C 6.091 -0.004 0.915
C 4.995 0.807 0.825
C 3.846 0.391 0.120
C 2.698 1.204 0.010
C -0.906 0.494 0.854
C -2.117 -0.409 1.064
H -6.057 -0.888 -0.950
H -4.064 -2.311 0.427
H -5.722 -2.116 1.031
H -4.495 -0.477 2.194
H -5.360 0.416 0.932
H -4.163 1.273 -0.931
H -3.181 -0.155 -1.351
H -1.980 1.895 -1.952
H -2.155 2.528 -0.292
H 0.304 1.994 -1.863
H 0.460 2.540 -0.177
H 0.715 -0.799 -1.822
H 2.691 -2.276 -1.663
H 4.985 -2.674 -0.854
H 6.965 -1.896 0.386
H 6.968 0.322 1.456
H 4.992 1.781 1.292
H 2.707 2.176 0.486
H 0.007 -0.047 1.112
H -0.995 1.375 1.515
H -2.178 -0.705 2.114
H -1.985 -1.312 0.445
```

**E_tot**: -23013.604 eV
**ΔE to the lowest compared entry with this formula, charge and spin**: 176.1 kJ/mol
**Frontier orbital gap**: 8.96 eV
**Total charge**: 0
**SMILES**: OCCN1CCN(Cc2ccc3ccccc3c2)CC1
**Molar mass**: 270.38 g mol⁻¹